9 unconnected molecules or ions with the total composition C48H123N9O15, computed with ωB97M-V/def2-TZVPD.

Output
Energy relative to the best compared isomer or geometry (same formula, charge and spin), kJ/mol: 1110.3
Highest occupied orbital energy, eV: -8.32
SMILES: COC[C@H](C)N.COC[C@H](C)N.COC[C@H](C)N.COCCNCCOC.COCCNCCOC.COCCNCCOC.COCCNCCOC.COCCNCCOC.COCCNCCOC
Strongest force on any atom, eV/A: 4.6

```
! RIJCOSX wB97M-V def2-TZVPD def2/J DEFGRID3
* xyz 0 1
C -13.663 1.155 -3.093
O -14.933 0.808 -2.444
C -16.013 1.594 -3.070
C -17.213 1.532 -2.076
N -17.770 0.158 -2.052
C -17.286 -0.681 -1.008
C -18.065 -2.040 -1.118
O -17.511 -2.969 -2.061
C -18.521 -4.063 -2.172
H -13.643 2.046 -3.719
H -13.275 0.254 -3.569
H -13.046 1.432 -2.239
H -16.342 1.313 -4.070
H -15.691 2.636 -3.071
H -17.972 2.247 -2.396
H -16.871 1.840 -1.087
H -17.459 -0.318 -2.887
H -17.272 -0.148 -0.057
H -16.258 -0.955 -1.247
H -19.136 -1.938 -1.292
H -17.830 -2.496 -0.157
H -18.113 -4.927 -2.697
H -19.421 -3.791 -2.723
H -18.751 -4.520 -1.209
C -8.330 11.244 1.768
O -7.445 10.491 2.669
C -7.299 9.120 2.343
C -7.000 8.289 3.593
N -5.648 8.437 4.161
C -5.549 9.061 5.484
C -4.030 8.918 5.908
O -3.394 9.877 5.174
C -2.011 9.977 5.499
H -7.980 11.655 0.821
H -8.512 12.266 2.102
H -9.289 10.765 1.571
H -6.609 9.029 1.505
H -8.219 8.685 1.954
H -6.984 7.279 3.184
H -7.783 8.248 4.351
H -5.202 9.182 3.645
H -6.299 8.572 6.106
H -5.787 10.074 5.159
H -3.790 7.855 5.884
H -4.086 9.128 6.976
H -1.515 9.047 5.221
H -1.882 10.249 6.547
H -1.487 10.801 5.015
C 3.636 -3.361 2.259
O 3.266 -1.980 2.045
C 2.751 -1.735 0.743
C 2.377 -0.214 0.643
N 1.527 0.148 1.758
C 0.123 -0.304 1.541
C -0.884 0.740 1.012
O -1.986 0.185 0.194
C -2.842 1.208 -0.372
H 2.796 -4.049 2.165
H 4.061 -3.672 3.214
H 4.354 -3.498 1.450
H 1.900 -2.379 0.523
H 3.416 -2.072 -0.052
H 1.998 0.077 -0.336
H 3.289 0.369 0.778
H 1.808 -0.474 2.502
H -0.251 -0.496 2.547
H 0.076 -1.195 0.916
H -0.404 1.324 0.227
H -1.233 1.423 1.787
H -2.150 1.838 -0.931
H -3.278 1.901 0.347
H -3.542 0.824 -1.113
C 3.241 -0.858 -18.320
O 3.067 -1.614 -17.107
C 4.118 -1.843 -16.254
C 3.925 -2.772 -15.027
N 2.845 -2.273 -14.214
C 3.164 -1.191 -13.283
C 2.185 -1.229 -12.044
O 2.563 -0.223 -11.142
C 2.044 -0.334 -9.864
H 3.948 -0.041 -18.175
H 2.335 -0.318 -18.597
H 3.343 -1.552 -19.154
H 4.511 -0.950 -15.766
H 4.963 -2.231 -16.823
H 4.901 -2.546 -14.598
H 3.902 -3.811 -15.357
H 2.527 -1.666 -14.956
H 3.159 -0.245 -13.825
H 4.159 -1.360 -12.871
H 2.182 -2.203 -11.554
H 1.195 -0.963 -12.416
H 0.994 -0.046 -9.816
H 2.819 0.250 -9.368
H 1.989 -1.366 -9.516
C 4.070 -12.998 5.356
O 5.464 -12.722 5.008
C 5.591 -12.775 3.589
C 7.041 -12.567 3.176
N 7.540 -11.315 3.782
C 9.001 -11.383 3.584
C 9.740 -10.135 4.116
O 9.157 -9.431 5.351
C 10.033 -8.583 6.079
H 4.014 -13.317 6.397
H 3.664 -13.721 4.649
H 3.386 -12.150 5.319
H 5.043 -12.006 3.045
H 5.172 -13.674 3.137
H 7.255 -12.943 2.176
H 7.578 -13.402 3.626
H 7.228 -11.300 4.743
H 9.277 -11.596 2.551
H 9.197 -12.184 4.296
H 9.533 -9.448 3.295
H 10.813 -10.194 4.301
H 9.644 -8.235 7.036
H 10.238 -7.692 5.486
H 11.026 -9.029 6.141
C -0.847 7.905 -6.830
O -1.682 7.421 -7.912
C -1.760 8.278 -9.049
C -0.619 8.026 -10.006
N 0.300 9.158 -10.190
C 0.459 9.651 -11.575
C -0.635 10.634 -11.729
O -0.329 11.892 -11.035
C -1.451 12.418 -10.285
H -0.035 7.192 -6.686
H -1.468 8.024 -5.942
H -0.352 8.862 -6.996
H -1.981 9.321 -8.823
H -2.693 7.957 -9.512
H -1.102 7.625 -10.897
H 0.019 7.167 -9.800
H -0.112 9.913 -9.661
H 0.229 8.936 -12.365
H 1.337 10.275 -11.740
H -1.605 10.187 -11.511
H -0.852 10.881 -12.768
H -2.294 12.434 -10.976
H -1.122 13.456 -10.235
H -1.593 11.929 -9.322
C 3.250 2.274 10.284
C 2.723 1.053 11.005
C 3.027 -0.290 10.470
O 2.338 -0.422 9.249
C 2.618 -1.688 8.701
N 3.214 1.156 12.394
H 2.991 3.240 10.716
H 2.850 2.333 9.272
H 4.322 2.294 10.088
H 1.633 1.038 10.967
H 2.482 -0.984 11.110
H 4.102 -0.470 10.448
H 2.202 -1.675 7.694
H 2.079 -2.332 9.395
H 3.667 -1.984 8.729
H 4.184 1.405 12.259
H 2.845 1.990 12.827
C 10.900 0.339 2.856
C 10.074 1.644 2.579
C 10.077 2.056 1.107
O 11.471 2.195 0.730
C 11.662 3.201 -0.262
N 8.762 1.548 3.139
H 10.426 -0.615 2.624
H 11.394 0.187 3.816
H 11.746 0.309 2.170
H 10.589 2.475 3.061
H 9.529 2.998 1.073
H 9.566 1.391 0.411
H 11.304 2.846 -1.229
H 12.740 3.360 -0.279
H 11.322 4.215 -0.051
H 8.416 0.602 3.209
H 8.097 2.046 2.564
C 4.643 -8.645 12.144
C 3.722 -9.422 11.120
C 2.181 -9.234 11.468
O 1.737 -9.864 12.690
C 1.671 -11.252 12.697
N 4.127 -8.800 9.852
H 4.475 -7.568 12.140
H 5.706 -8.740 11.925
H 4.535 -8.999 13.169
H 4.104 -10.443 11.127
H 1.557 -9.695 10.702
H 1.968 -8.165 11.475
H 2.405 -11.629 13.409
H 1.751 -11.691 11.702
H 0.747 -11.700 13.063
H 3.732 -9.449 9.187
H 5.124 -8.821 9.687
*
```

Atomic partial charges in e from the Löwdin method, atoms 1 to 6: C -0.08; O -0.21; C -0.19; C -0.18; N -0.08; C -0.21



9 unconnected molecules or ions with the total composition C48H123N9O15, computed with ωB97M-V/def2-TZVPD.

Output
Energy relative to the best compared isomer or geometry (same formula, charge and spin), kJ/mol: 180.0
Highest occupied orbital energy, eV: -8.29
SMILES: COC[C@H](C)N.COC[C@H](C)N.COC[C@H](C)N.COCCNCCOC.COCCNCCOC.COCCNCCOC.COCCNCCOC.COCCNCCOC.COCCNCCOC
Strongest force on any atom, eV/A: 2.0

```
! RIJCOSX wB97M-V def2-TZVPD def2/J DEFGRID3
* xyz 0 1
C -0.708 2.666 -9.614
O -1.340 2.308 -8.416
C -0.895 1.055 -7.933
C -1.466 0.862 -6.537
N -1.057 1.949 -5.677
C -1.670 1.998 -4.367
C -1.540 0.723 -3.546
O -2.327 -0.367 -4.064
C -1.853 -1.644 -3.657
H 0.382 2.697 -9.533
H -1.072 3.651 -9.914
H -0.994 2.056 -10.480
H 0.191 0.922 -7.947
H -1.318 0.234 -8.525
H -1.185 -0.130 -6.168
H -2.548 0.673 -6.612
H -1.080 2.835 -6.163
H -2.734 2.271 -4.367
H -1.126 2.742 -3.777
H -2.022 0.867 -2.569
H -0.516 0.412 -3.311
H -1.148 -1.982 -4.422
H -2.716 -2.307 -3.616
H -1.375 -1.672 -2.674
C -3.955 5.132 -2.802
O -3.291 5.707 -1.730
C -1.960 5.292 -1.539
C -1.446 5.747 -0.175
N -0.037 5.367 -0.048
C 0.913 6.243 -0.671
C 2.352 5.896 -0.228
O 2.838 4.722 -0.848
C 4.191 4.454 -0.566
H -4.743 5.794 -3.162
H -4.396 4.147 -2.591
H -3.352 4.902 -3.695
H -1.375 5.735 -2.362
H -1.831 4.203 -1.614
H -2.069 5.274 0.586
H -1.477 6.832 -0.073
H 0.086 4.389 -0.251
H 0.792 7.290 -0.395
H 0.860 6.120 -1.763
H 2.271 5.746 0.853
H 2.971 6.773 -0.440
H 4.393 3.392 -0.433
H 4.473 4.975 0.352
H 4.896 4.821 -1.321
C -1.159 -7.033 -6.247
O -1.466 -6.828 -4.876
C -0.849 -7.804 -4.057
C -1.202 -7.535 -2.598
N -0.366 -6.553 -1.918
C -0.650 -5.190 -2.433
C 0.126 -4.154 -1.642
O -0.733 -3.522 -0.710
C -0.137 -2.391 -0.096
H -0.104 -6.840 -6.455
H -1.798 -6.347 -6.796
H -1.344 -8.060 -6.578
H 0.230 -7.962 -4.145
H -1.375 -8.743 -4.278
H -1.080 -8.503 -2.103
H -2.274 -7.311 -2.523
H -0.473 -6.513 -0.914
H -1.729 -5.020 -2.352
H -0.352 -5.148 -3.479
H 0.539 -3.381 -2.306
H 0.962 -4.606 -1.092
H 0.809 -2.663 0.378
H -0.851 -2.088 0.670
H -0.090 -1.571 -0.818
C -1.142 -2.776 4.356
O -1.959 -1.630 4.435
C -2.649 -1.523 5.656
C -3.666 -2.601 6.059
N -3.025 -3.661 6.832
C -3.969 -4.689 7.207
C -3.236 -5.872 7.819
O -2.364 -6.365 6.787
C -1.709 -7.530 7.240
H -1.698 -3.716 4.312
H -0.456 -2.839 5.211
H -0.504 -2.686 3.478
H -3.171 -0.562 5.695
H -1.932 -1.350 6.470
H -4.249 -2.963 5.201
H -4.385 -2.045 6.667
H -2.301 -4.109 6.283
H -4.658 -5.019 6.414
H -4.696 -4.297 7.932
H -3.964 -6.652 8.064
H -2.622 -5.657 8.696
H -2.320 -8.434 7.332
H -1.310 -7.408 8.254
H -0.889 -7.731 6.553
C 4.739 -4.050 7.035
O 3.937 -3.024 6.509
C 2.557 -3.331 6.652
C 1.735 -2.369 5.793
N 2.270 -2.290 4.453
C 1.912 -1.067 3.753
C 2.734 -0.886 2.473
O 4.036 -0.424 2.784
C 4.890 -0.374 1.655
H 4.588 -4.133 8.119
H 5.784 -3.806 6.855
H 4.523 -5.028 6.592
H 2.295 -3.241 7.710
H 2.380 -4.358 6.315
H 1.805 -1.407 6.328
H 0.673 -2.628 5.782
H 3.284 -2.270 4.549
H 2.042 -0.158 4.356
H 0.866 -1.159 3.444
H 2.145 -0.115 1.965
H 2.739 -1.834 1.929
H 4.714 0.580 1.141
H 4.685 -1.171 0.939
H 5.930 -0.350 1.974
C 2.851 -0.612 -7.088
O 3.161 -0.469 -5.733
C 2.261 0.385 -5.053
C 2.669 1.852 -5.148
N 1.633 2.737 -4.609
C 1.968 4.125 -4.919
C 0.817 5.033 -4.571
O -0.256 4.821 -5.460
C -1.167 5.904 -5.457
H 2.963 0.330 -7.642
H 1.793 -0.872 -7.247
H 3.421 -1.385 -7.597
H 2.274 0.104 -3.998
H 1.239 0.204 -5.404
H 2.819 2.118 -6.204
H 3.588 1.948 -4.566
H 0.748 2.417 -5.029
H 2.213 4.260 -5.983
H 2.868 4.354 -4.342
H 1.212 6.056 -4.650
H 0.512 4.885 -3.528
H -1.257 6.364 -4.469
H -2.166 5.575 -5.740
H -0.846 6.655 -6.184
C 3.360 3.536 2.622
C 4.104 3.189 3.909
C 3.951 4.248 4.988
O 4.709 5.391 4.744
C 4.317 6.476 5.578
N 3.646 1.905 4.430
H 3.676 2.892 1.797
H 3.417 4.585 2.348
H 2.300 3.264 2.681
H 5.160 3.056 3.636
H 4.238 3.771 5.940
H 2.875 4.451 5.089
H 3.255 6.715 5.563
H 4.997 7.303 5.404
H 4.567 6.136 6.594
H 4.129 1.554 5.247
H 3.664 1.151 3.742
C 2.392 0.873 -0.910
C 0.928 1.368 -0.853
C 0.478 1.581 0.569
O 0.531 0.319 1.225
C -0.485 0.183 2.172
N 0.816 2.617 -1.644
H 2.802 1.077 -1.903
H 2.528 -0.176 -0.653
H 3.024 1.471 -0.245
H 0.246 0.684 -1.359
H -0.544 1.981 0.538
H 1.041 2.330 1.137
H -0.696 1.040 2.824
H -0.225 -0.618 2.867
H -1.448 -0.105 1.726
H 1.635 3.167 -1.373
H 0.937 2.363 -2.623
C -6.199 -2.142 2.814
C -5.062 -1.139 2.686
C -4.682 -0.763 1.282
O -4.237 -1.957 0.659
C -3.717 -1.755 -0.635
N -5.493 0.055 3.441
H -5.939 -3.125 2.419
H -7.121 -1.873 2.291
H -6.494 -2.238 3.862
H -4.169 -1.556 3.168
H -3.843 -0.052 1.301
H -5.477 -0.244 0.734
H -4.570 -1.465 -1.261
H -3.338 -2.723 -0.965
H -2.876 -1.064 -0.773
H -5.734 -0.214 4.387
H -4.698 0.685 3.528
*
```

Atomic partial charges in e from the Löwdin method, atoms 1 to 6: C -0.12; O -0.17; C -0.22; C -0.20; N -0.06; C -0.18